No. 1
C5H10N2 | wB97M-V/def2-TZVPD

DFT total energy	-305.77641	a.u.
HOMO-LUMO gap	9.46	eV
relative energy (zero: lowest compared OMol25 entry of this formula, charge and spin)	649.7	kJ/mol
HOMO energy	-9.73	eV
maximum force	2.0	eV/Å

```
17
Properties=species:S:1:pos:R:3:forces:R:3:lowdin_charge:R:1
C -2.06595 -0.33125 -0.06941 -0.01 0.04 0.02 -0.08
C -1.15379 -0.32788 -1.27788 0.04 0.15 -0.05 -0.31
N -0.12220 0.76270 -1.52137 0.30 -1.70 0.44 0.08
C 0.30768 -0.43872 -1.19410 -0.69 1.24 -1.36 -0.24
C 1.06885 -0.60772 0.74232 0.17 0.94 1.32 -0.27
C 2.22645 0.28183 0.68106 -0.15 0.12 0.13 -0.16
N 0.96320 0.45442 1.50389 0.40 -1.35 -1.02 0.04
H -2.86213 0.41757 -0.19094 0.21 -0.20 0.03 0.08
H -1.52933 -0.11273 0.85842 -0.09 -0.01 -0.17 0.05
H -2.54585 -1.31688 0.02792 0.14 0.25 -0.02 0.08
H -1.66074 -0.60923 -2.21047 0.16 0.02 0.29 0.12
H -0.08814 1.76310 -0.12856 0.07 0.04 0.33 0.09
H 1.14857 -0.98658 -1.61913 -0.15 0.15 0.35 0.13
H 0.72897 -1.63228 0.87639 0.01 0.32 -0.11 0.13
H 3.13949 0.11586 1.25740 -0.26 0.02 -0.15 0.09
H 2.32884 0.91362 -0.20811 -0.05 -0.11 0.24 0.09
H 0.10693 1.66412 0.64521 -0.09 0.11 -0.26 0.09
```
Forces are in eV/Å.


No. 2
C26H22AsIMoO2 | wB97M-V/def2-TZVPD

multiplicity	3
DFT total energy	-3755.53039	a.u.
HOMO-LUMO gap (spin up / spin down)	5.66 / 6.36	eV
HOMO energy (spin up / spin down)	-14.56 / -14.61	eV
maximum force	2.1	eV/Å
net charge	+2
<S²>	2.0440

```
53
Properties=species:S:1:pos:R:3:forces:R:3:lowdin_charge:R:1
Mo -0.35698 0.94780 0.22199 0.08 1.13 -1.76 1.14
C 3.90726 0.22790 0.53883 0.17 0.02 0.12 0.04
C 2.53343 0.38526 1.06422 -0.16 0.25 -0.03 -0.27
O 1.65814 0.78621 0.24005 0.31 -0.50 -0.06 -0.19
C 2.18647 0.13986 2.44484 0.28 0.01 -0.26 -0.10
C 3.17205 -0.07509 3.41535 0.18 -0.06 0.11 0.03
C 2.81810 -0.24746 4.73882 0.03 -0.01 -0.02 -0.01
C 1.47479 -0.22501 5.10514 -0.04 0.00 0.12 0.01
C 0.47474 -0.03657 4.15835 -0.09 -0.08 0.42 0.03
C 0.85369 0.14728 2.85884 -0.75 0.24 -1.02 -0.24
O -0.13328 0.31389 1.89144 0.39 -0.27 1.91 -0.34
H 3.91487 0.35980 -0.53734 -0.02 0.00 -0.04 0.11
H 4.30380 -0.75244 0.80559 0.04 0.01 0.00 0.12
H 4.55741 0.98248 0.99205 0.01 -0.04 0.00 0.12
H 4.21726 -0.08526 3.13176 -0.06 0.00 0.02 0.13
H 3.58327 -0.39861 5.48872 -0.04 0.02 -0.03 0.13
H 1.19868 -0.35039 6.14554 0.02 -0.02 -0.06 0.13
H -0.57337 -0.03040 4.42514 0.02 0.02 0.01 0.14
I -0.52491 3.00202 -1.32751 -0.06 -0.27 0.61 0.45
C -6.97160 0.99661 0.93086 0.02 -0.04 0.00 -0.04
C -6.02918 1.98003 0.65074 -0.04 0.01 0.02 -0.05
C -4.72201 1.61781 0.36941 -0.20 -0.01 0.06 -0.12
C -4.37764 0.26927 0.36707 0.17 0.36 0.14 -0.39
C -5.29814 -0.72068 0.66938 -0.24 0.01 0.08 -0.08
C -6.60706 -0.34457 0.94302 -0.05 0.01 0.02 -0.04
As -2.61427 -0.20096 -0.14765 -0.22 -0.96 -0.31 1.25
C -2.40007 -2.10436 0.05655 0.00 0.02 0.07 -0.39
C -1.58059 -2.65664 1.03472 -0.12 -0.16 -0.04 -0.11
C -1.47599 -4.03827 1.14681 0.01 0.02 0.01 -0.06
C -2.19058 -4.85864 0.28766 -0.03 -0.03 -0.02 -0.04
C -3.00594 -4.30399 -0.69361 -0.02 -0.04 -0.01 -0.04
C -3.11033 -2.92754 -0.81595 0.12 -0.11 0.05 -0.10
C -2.48228 -0.00888 -2.05890 0.15 0.03 0.04 -0.46
C -3.38085 0.75404 -2.78650 0.03 0.03 -0.14 -0.10
C -3.13909 0.97111 -4.13595 0.01 0.04 -0.04 -0.04
C -2.00041 0.44610 -4.74199 -0.05 0.05 -0.01 -0.04
C -1.10243 -0.31520 -4.00806 0.01 0.00 0.00 -0.06
C -1.34185 -0.54504 -2.66002 -0.17 0.21 -0.18 -0.16
H -7.99436 1.27916 1.14971 0.06 -0.03 -0.01 0.12
H -6.31149 3.02523 0.65654 0.00 -0.04 0.00 0.12
H -3.98655 2.38163 0.15800 0.08 0.08 -0.04 0.09
H -5.01528 -1.76357 0.70229 0.00 -0.02 -0.04 0.10
H -7.34294 -1.10571 1.16914 0.02 0.04 0.01 0.12
H -1.04012 -2.03388 1.72584 0.10 0.18 0.15 0.07
H -0.84116 -4.47199 1.91007 -0.04 0.03 -0.04 0.12
H -2.11810 -5.93519 0.38335 0.01 0.06 -0.02 0.12
H -3.56324 -4.94591 -1.36564 0.04 0.04 0.05 0.12
H -3.73389 -2.50322 -1.58856 -0.09 0.05 -0.10 0.12
H -4.26072 1.17216 -2.31885 -0.07 0.02 0.03 0.11
H -3.84209 1.55449 -4.71791 0.03 -0.04 0.01 0.12
H -1.82036 0.62444 -5.79427 -0.01 0.00 0.02 0.12
H -0.22636 -0.73586 -4.48484 -0.03 0.00 0.01 0.12
H -0.67002 -1.17606 -2.10207 0.21 -0.24 0.19 0.09
```
Forces are in eV/Å.


No. 3
C24H43ClMoP2 | wB97M-V/def2-TZVPD

multiplicity	3
DFT total energy	-2150.66095	a.u.
HOMO-LUMO gap (spin up / spin down)	5.66 / 5.31	eV
relative energy (zero: lowest compared OMol25 entry of this formula, charge and spin)	134.3	kJ/mol
HOMO energy (spin up / spin down)	-11.90 / -11.55	eV
maximum force	2.5	eV/Å
net charge	+2
<S²>	2.0137

```
71
Properties=species:S:1:pos:R:3:forces:R:3:lowdin_charge:R:1
Mo -1.17162 1.51523 1.02782 -1.34 -1.41 -0.44 1.15
C -0.24291 0.84320 2.99490 0.10 0.60 -0.05 -0.31
C 0.65670 1.76608 2.35620 -0.75 0.41 0.57 -0.32
C -1.35032 2.87471 2.78007 0.53 -0.09 0.31 -0.33
C -1.47523 1.52998 3.26576 0.72 0.23 0.36 -0.30
C -0.04159 3.01948 2.19368 0.01 -0.28 0.10 -0.35
C 0.08756 -0.54134 3.45198 0.06 -0.42 0.11 -0.03
H 0.85160 -1.00823 2.82249 -0.10 0.14 0.15 0.04
H -0.78900 -1.20097 3.43020 0.17 0.17 0.00 0.09
H 0.48179 -0.55657 4.47993 -0.15 0.14 -0.23 0.11
C -2.60171 0.96346 4.07411 -0.17 -0.11 -0.04 -0.01
H -2.55057 -0.12989 4.11550 -0.11 0.22 -0.13 0.08
H -3.57066 1.25722 3.66360 0.06 -0.13 0.15 0.07
H -2.57137 1.31006 5.11635 0.13 0.08 -0.27 0.11
C -2.34774 3.98044 2.95279 -0.05 0.05 -0.07 -0.02
H -1.94034 4.75049 3.62467 -0.13 -0.21 -0.14 0.10
H -3.28589 3.61028 3.38834 0.27 0.15 -0.19 0.09
H -2.56147 4.46361 1.99094 -0.07 -0.03 0.23 0.09
C 0.49805 4.26337 1.56555 0.12 0.31 0.18 -0.05
H 0.83326 4.98196 2.32513 -0.05 -0.05 -0.14 0.10
H -0.26610 4.75525 0.94836 0.22 -0.08 0.19 0.08
H 1.35847 4.02905 0.93226 -0.10 0.08 0.02 0.07
C 2.08954 1.51569 2.02091 0.29 -0.09 -0.18 -0.03
H 2.66276 2.44608 2.10240 -0.01 -0.26 0.02 0.09
H 2.21220 1.14707 0.99433 0.21 0.11 0.12 0.05
H 2.53597 0.76410 2.68370 -0.08 0.24 -0.06 0.09
C -0.26180 -3.43082 0.57767 0.39 -0.75 0.41 -0.07
C 0.89116 -3.25065 1.24603 -0.80 -0.67 -0.18 -0.09
C 1.98781 -2.32350 0.81050 0.26 0.16 0.20 -0.17
C 2.45176 -2.46292 -0.66718 0.50 -0.22 0.29 -0.12
C 1.79276 -1.50303 -1.68757 -0.59 0.29 0.41 -0.35
C 0.82757 -0.50217 -1.07690 -0.79 1.65 0.65 -0.42
C -0.39332 -1.07443 -0.34326 -0.61 0.10 0.70 -0.24
C -0.72062 -2.55682 -0.55607 -0.43 0.09 -0.13 -0.17
H 2.85832 -2.51159 1.45704 -0.23 0.06 -0.32 0.13
H 2.37946 -3.50190 -1.01827 -0.19 0.15 0.27 0.13
H 1.69638 -1.28451 1.02898 0.37 -0.22 -0.15 0.08
H -0.31413 -2.90137 -1.52579 -0.48 -0.05 0.75 0.03
H -0.94332 -4.27189 0.81116 0.48 0.73 0.23 0.13
H 1.10348 -3.82752 2.15795 -0.22 0.04 -0.60 0.13
H -1.82345 -2.62381 -0.63671 0.55 -0.17 -0.05 0.13
H -0.28854 -0.93091 0.74751 -0.03 0.12 -0.34 0.09
H 1.33708 0.24483 -0.44625 0.11 -0.53 0.16 0.09
H -1.32914 -0.54113 -0.60943 0.26 0.09 0.00 0.04
H 3.53762 -2.26781 -0.66186 -0.44 0.12 -0.20 0.13
H 2.60739 -0.89997 -2.13799 -0.49 -0.57 -0.27 0.12
P 0.88152 -2.18738 -3.17469 1.27 0.23 -1.03 0.98
C -0.17037 -3.62170 -3.61577 0.03 -0.35 0.21 -0.14
C 2.37693 -2.43428 -4.18532 -0.33 0.16 -0.90 -0.15
P 0.13317 0.58075 -2.38910 1.93 -1.19 -0.97 0.93
C -0.25149 -0.78413 -3.52724 -0.44 0.20 -0.43 -0.31
C 1.48720 1.37877 -3.26509 0.00 0.62 -0.15 -0.14
C -1.15160 1.77284 -2.16322 -0.47 0.36 0.58 -0.17
H -1.21685 -3.28483 -3.71070 0.46 -0.23 0.37 0.08
H -0.07240 -4.42838 -2.87419 -0.14 0.10 -0.43 0.08
H 0.14784 -3.96995 -4.61425 0.07 0.10 0.51 0.08
H 2.11799 -2.89653 -5.13791 0.08 0.02 -0.02 0.06
H 3.04938 -3.12460 -3.65414 -0.31 0.17 0.09 0.09
H 2.92900 -1.51382 -4.40016 -0.15 -0.07 0.20 0.07
H -1.64793 1.91360 -3.13153 -0.04 0.01 0.17 0.10
H -0.69614 2.72511 -1.85247 0.00 -0.24 -0.10 0.08
H -1.90536 1.48700 -1.40630 -0.02 -0.16 -0.25 0.01
H -1.28663 -1.10612 -3.35497 0.21 -0.20 -0.07 0.09
H -0.17113 -0.46285 -4.57213 -0.12 -0.07 0.13 0.10
H 1.37567 2.46248 -3.15567 0.26 -0.13 -0.04 0.08
H 1.40471 1.13564 -4.32910 0.07 0.17 0.14 0.07
H 2.47674 1.07804 -2.91521 -0.14 0.09 0.08 0.07
Cl -3.91281 -0.08800 0.16080 -0.01 -0.53 -0.38 0.47
C -3.35303 1.48302 0.77553 0.94 0.86 0.34 -0.75
H -3.54410 2.25740 0.01803 -0.52 -0.10 0.14 0.00
H -3.89814 1.70005 1.70328 -0.04 0.00 -0.60 -0.01
```
Forces are in eV/Å.